# 1
# C32H56IrN2O3P2

A molecular structure, C32H56IrN2O3P2 (ωB97M-V/def2-TZVPD, the OMol25 dataset).

Element x y z (Å)
Ir  -0.6337  0.0479  -2.3522
C  -2.1616  1.2092  -0.6829
C  -2.6115  0.2901  -1.8169
C  -3.0767  -0.7165  0.2687
C  -2.4787  0.5590  0.5227
C  -3.1723  -0.9186  -1.0904
C  -2.0892  2.6898  -0.8399
H  -1.4884  3.0050  -1.7019
H  -1.6671  3.1826  0.0356
H  -3.1113  3.0810  -0.9858
C  -2.5704  1.2161  1.8475
H  -2.0185  2.1602  1.8537
H  -2.1468  0.5457  2.6006
H  -3.6132  1.4404  2.1292
C  -3.7422  -1.5249  1.3163
H  -4.7827  -1.2071  1.4379
H  -3.2234  -1.3596  2.2565
H  -3.7255  -2.5866  1.0780
C  -4.1314  -1.8787  -1.6709
H  -5.1702  -1.5178  -1.5026
H  -4.0378  -2.8427  -1.1566
H  -3.9665  -2.0420  -2.7419
C  -3.5119  0.8990  -2.8270
H  -4.3934  1.2053  -2.2366
H  -3.8278  0.1965  -3.6014
H  -3.0635  1.7649  -3.3207
C  1.0253  0.7057  -3.5595
C  -0.1450  1.5822  -3.6317
C  -0.9800  1.6127  -4.8941
C  -1.6610  0.3124  -5.2347
C  -1.3675  -0.8743  -4.2897
C  -0.2556  -1.6782  -4.5276
C  0.8640  -1.1904  -5.3872
C  1.5602  0.0434  -4.7900
H  -0.4122  1.9376  -5.7679
H  -1.4821  -0.0009  -6.2751
H  -1.7574  2.3566  -4.6876
H  1.5798  0.7937  -5.5931
H  1.8625  0.9375  -2.8647
H  -0.0050  2.5520  -3.1159
H  2.5738  -0.2789  -4.4959
H  1.5968  -1.9955  -5.5823
H  -0.3093  -2.7831  -4.4200
H  0.4807  -0.8665  -6.3744
H  -2.7356  0.4585  -5.1867
H  -2.2797  -1.4623  -4.0589
P  1.1388  1.4466  -0.5406
C  0.5763  1.9405  1.0943
H  1.4063  2.0182  1.8099
H  -0.0667  1.1452  1.4950
H  0.0912  2.9235  1.0918
C  2.7434  0.6460  -0.0858
H  3.4758  1.4266  0.0637
H  3.1187  -0.0268  -0.8542
H  2.6243  0.1457  0.8714
C  1.7802  3.0435  -1.2541
H  2.0241  2.9565  -2.3170
H  2.6847  3.3097  -0.7055
H  1.0146  3.8166  -1.1218
P  0.3345  -1.9327  -1.5060
C  -0.9435  -3.2177  -1.8914
H  -0.4189  -4.1449  -2.1711
H  -1.5717  -2.8728  -2.7358
H  -1.5815  -3.4093  -1.0077
C  1.8712  -2.3849  -2.3884
H  1.6488  -2.5802  -3.4395
H  2.2974  -3.2939  -1.9466
H  2.6006  -1.5691  -2.3480
C  0.6515  -1.9995  0.3054
H  1.5633  -2.5396  0.5261
H  -0.1981  -2.4674  0.8168
H  0.7176  -1.0239  0.7740
C  2.2027  2.1768  5.8744
C  1.5507  0.8093  6.0498
C  2.1411  -0.3866  5.2320
C  3.5580  -0.7365  5.7236
C  4.6688  0.2833  5.5688
C  1.2474  -1.5993  5.5282
O  1.4256  -2.3832  6.4410
N  0.1241  -1.7059  4.7459
C  -0.0361  -1.1288  3.4909
O  -1.0894  -1.3426  2.8974
N  1.0110  -0.4384  2.9715
C  2.0777  -0.0780  3.6915
O  3.0008  0.5789  3.1445
H  2.9592  2.3475  6.6567
H  1.4160  2.9402  5.9680
H  2.6533  2.2803  4.8744
H  1.5725  0.5543  7.1188
H  0.4926  0.8847  5.7817
H  3.5239  -1.0112  6.7837
H  3.8585  -1.6484  5.2039
H  4.6811  1.0117  6.3932
H  5.6377  -0.2309  5.5801
H  4.5613  0.7888  4.6029
H  -0.5586  -2.3826  5.0602

HOMO level (spin up / spin down): -0.3269 / -0.3598 Ha
spin multiplicity: 5
net charge: +1

# 2
# C32H56LiN2O22

A molecular structure, C32H56LiN2O22 (ωB97M-V/def2-TZVPD, the OMol25 dataset).

Element x y z (Å)
C  0.6336  5.7082  3.1422
C  0.3346  5.0797  1.6919
N  -0.6867  4.1302  1.5364
C  -0.3937  2.8993  2.3417
C  -2.0163  4.6449  2.1564
C  -2.5793  5.9099  1.5646
C  -0.7767  3.9180  0.0587
C  0.4231  3.2823  -0.6012
O  0.0723  2.8899  -1.9599
C  1.2158  2.4088  -2.7785
H  0.7926  5.1016  3.9093
H  -0.1316  6.4204  3.4979
H  1.5926  6.2722  3.1456
H  1.2988  4.5634  1.3743
H  0.3120  5.8642  0.9282
H  -0.5910  3.0392  3.3604
H  0.6123  2.4479  2.1413
H  -1.1933  2.1616  2.1639
H  -2.0586  4.4488  3.1742
H  -2.8088  3.9560  1.8190
H  -2.9729  5.8280  0.6458
H  -1.8335  6.6325  1.4671
H  -3.4759  6.1981  2.1007
H  -1.3217  4.7587  -0.4355
H  -1.4410  2.9963  -0.0002
H  0.6496  2.4480  0.1152
H  1.2661  3.7788  -0.7433
H  1.6142  1.5150  -2.1773
H  1.9413  3.2362  -2.7182
H  0.8446  2.0673  -3.6118
Li  -2.7491  -1.5334  0.6222
N  -0.4796  -0.3975  0.0214
O  0.7108  -0.2031  0.1511
O  -0.9062  -1.4149  -0.5168
O  -1.1810  0.0301  0.9428
C  5.8254  -0.2381  0.2274
C  4.3915  0.3138  0.1626
C  3.8088  0.6766  1.5794
O  3.4552  1.9381  1.4937
C  3.6266  2.4006  0.2899
O  3.5364  3.6249  -0.0648
O  4.1995  1.4798  -0.5317
H  6.0214  -0.3030  -0.8366
H  6.0401  -1.0367  1.0149
H  6.6639  0.5098  0.4770
H  3.6776  -0.4803  -0.3095
H  4.3659  0.2922  2.3723
H  2.8923  0.1239  1.8193
C  -0.5196  -1.5892  6.3971
C  0.3768  -1.4842  5.1908
C  0.1193  -0.3751  4.1882
O  1.0465  0.6493  4.5658
C  2.0371  0.1450  5.2753
O  2.9986  0.6461  5.8168
O  1.6973  -1.1385  5.6448
H  -0.7878  -0.5943  6.8183
H  -0.2749  -2.1524  7.1509
H  -1.5429  -1.8475  6.0849
H  0.6202  -2.4665  4.5985
H  -0.8773  0.2488  4.1509
H  0.2313  -0.5106  3.1939
C  -4.8164  3.2386  -3.5760
C  -4.4381  1.6743  -3.3885
C  -2.8754  1.4293  -3.4686
O  -2.6630  0.5616  -2.4465
C  -3.7393  0.5723  -1.6256
O  -3.7838  0.0403  -0.5114
O  -4.7770  1.2160  -2.1210
H  -4.1203  3.7836  -4.1880
H  -4.5377  3.9732  -2.8814
H  -5.8408  3.6166  -3.8915
H  -4.9699  1.2592  -4.1913
H  -2.3710  2.2101  -3.0259
H  -2.6352  1.0239  -4.4772
C  -1.3446  -6.1854  -2.7969
C  -2.6451  -5.4704  -2.8248
C  -3.6369  -6.1107  -1.7833
O  -3.7135  -5.0848  -0.7666
C  -3.2984  -3.8883  -1.2879
O  -3.5216  -2.7799  -0.7875
O  -2.6275  -4.1059  -2.4698
H  -0.7119  -6.0094  -2.0222
H  -0.8583  -5.6561  -3.7947
H  -1.2810  -7.1493  -2.8626
H  -3.1200  -5.6068  -3.8201
H  -3.1777  -7.2526  -1.5831
H  -4.6915  -6.4229  -2.3209
C  2.1157  -1.1055  -3.3380
C  1.0175  -2.0588  -3.5674
C  -0.4527  -1.4169  -3.7724
O  -0.5426  -1.4511  -5.1636
C  0.3379  -2.3260  -5.6840
O  0.4443  -2.6675  -6.8283
O  1.1434  -2.7323  -4.7793
H  2.0627  -0.2761  -3.9833
H  2.9564  -1.7371  -3.3904
H  1.9698  -0.5743  -2.2289
H  0.9028  -2.7201  -2.9368
H  -0.7238  -0.4793  -3.5082
H  -1.3048  -1.8808  -3.3353
C  1.7246  -4.7645  -0.2115
C  1.9035  -3.5961  0.7718
C  1.6197  -4.1468  2.2183
O  2.6853  -3.6000  3.0696
C  3.5539  -3.0204  2.2325
O  4.5588  -2.4234  2.6301
O  3.2207  -3.0439  0.9880
H  2.2629  -4.3912  -1.1596
H  0.6187  -5.2245  -0.2176
H  2.2473  -5.6644  0.1991
H  1.1868  -2.6185  0.6015
H  1.6140  -5.1846  2.3606
H  0.7270  -3.6912  2.6459

HOMO level: -0.4455 Ha
energy relative to the best compared isomer or geometry (same formula, charge and spin): 0.0 kcal per mole
net charge: +1

# 3
# C32H56N8

8 unconnected molecules or ions with the total composition C32H56N8 (ωB97M-V/def2-TZVPD, the OMol25 dataset).

Element x y z (Å)
C  5.8224  0.2893  -3.5590
C  5.3351  1.1437  -2.3611
C  4.0270  1.8917  -2.6513
C  2.8711  1.0566  -2.3638
N  1.9737  0.3558  -2.1898
H  6.4919  0.8559  -4.2034
H  4.9857  -0.1510  -4.0970
H  6.4265  -0.5348  -3.1700
H  6.1133  1.8536  -2.0835
H  5.2176  0.4521  -1.5267
H  3.9497  2.1781  -3.7033
H  3.9994  2.8181  -2.0767
C  -9.9178  0.7317  0.4416
C  -8.5414  0.6526  1.1116
C  -7.6964  1.8935  0.8182
C  -6.2728  1.7379  1.1008
N  -5.1552  1.6358  1.3158
H  -9.8349  0.3894  -0.5919
H  -10.3282  1.7414  0.4052
H  -10.6201  0.0856  0.9629
H  -8.0240  -0.2246  0.7176
H  -8.6744  0.4594  2.1768
H  -8.0503  2.7608  1.3819
H  -7.8360  2.1500  -0.2350
C  1.5318  -2.3496  -4.3014
C  2.4868  -2.8639  -3.2277
C  1.7726  -3.4581  -2.0156
C  1.2794  -4.8035  -2.3169
N  0.8943  -5.8543  -2.5520
H  1.2471  -3.1513  -4.9894
H  1.9583  -1.5441  -4.8999
H  0.6034  -1.9486  -3.8919
H  3.0880  -2.0088  -2.9043
H  3.2068  -3.5787  -3.6308
H  0.9297  -2.8504  -1.7074
H  2.4895  -3.6089  -1.2089
C  -2.0243  -0.1802  0.0808
C  -1.1455  0.6040  1.0466
C  0.3620  0.5379  0.7448
C  0.9358  -0.7987  0.7423
N  1.4336  -1.8181  0.6034
H  -3.0562  0.1384  0.2290
H  -1.9716  -1.2531  0.2731
H  -1.7682  -0.0229  -0.9691
H  -1.3870  0.4086  2.0905
H  -1.4003  1.6634  0.9008
H  0.8932  1.2222  1.4052
H  0.5164  0.8989  -0.2774
C  4.9532  -2.6341  0.4218
C  5.8764  -3.6376  1.1074
C  5.2273  -5.0051  1.2818
C  4.0672  -5.0089  2.1598
N  3.1437  -5.0174  2.8432
H  4.9589  -2.7835  -0.6645
H  5.2945  -1.5977  0.5300
H  3.9316  -2.6468  0.8000
H  6.1241  -3.2363  2.0964
H  6.8317  -3.7435  0.5960
H  5.9617  -5.7368  1.6264
H  4.8905  -5.4029  0.3162
C  -1.4168  5.4956  -2.1697
C  -0.2711  4.5358  -2.4117
C  -0.7502  3.0882  -2.5906
C  -0.0994  2.4020  -3.6914
N  0.4607  1.8837  -4.5493
H  -2.0834  5.1550  -1.3726
H  -2.0178  5.6724  -3.0649
H  -1.0526  6.4753  -1.8529
H  0.3872  4.5913  -1.5420
H  0.3044  4.9092  -3.2584
H  -1.8290  3.0798  -2.7587
H  -0.5772  2.5423  -1.6631
C  3.6024  2.1879  1.0002
C  3.4239  3.0646  2.2133
C  3.6951  4.5339  1.8780
C  2.5879  5.2562  1.2558
N  1.7364  5.8131  0.7245
H  2.8886  2.4847  0.2209
H  3.4876  1.1131  1.1412
H  4.5866  2.3272  0.5395
H  4.1081  2.7642  3.0067
H  2.4136  2.9983  2.6205
H  4.5577  4.6530  1.2160
H  3.9690  5.0604  2.7984
C  -6.2233  -3.0142  5.7708
C  -5.3408  -3.5531  4.6356
C  -4.5701  -2.4012  3.9764
C  -3.9974  -2.7286  2.6756
N  -3.5702  -2.9729  1.6414
H  -5.6205  -2.3630  6.4054
H  -6.5746  -3.8555  6.3644
H  -7.0739  -2.4559  5.3835
H  -5.9474  -4.0438  3.8768
H  -4.6360  -4.2392  5.1007
H  -3.7612  -2.1016  4.6507
H  -5.1948  -1.5107  3.8708

HOMO level: -0.3892 Ha
energy relative to the best compared isomer or geometry (same formula, charge and spin): 18.6 kcal per mole

# 4
# C32H56N8

8 unconnected molecules or ions with the total composition C32H56N8 (ωB97M-V/def2-TZVPD, the OMol25 dataset).

Element x y z (Å)
C  1.7252  -1.2951  -1.1138
C  0.6365  -0.2079  -1.0646
C  -0.8187  -0.6296  -1.3230
C  -0.8945  -1.4666  -2.5507
N  -0.9395  -2.0783  -3.5453
H  1.8700  -1.6384  -2.1382
H  1.4275  -2.1629  -0.5252
H  2.7125  -0.9352  -0.8242
H  0.9096  0.6510  -1.6775
H  0.5874  0.2283  -0.0669
H  -1.5585  0.1626  -1.4380
H  -1.2634  -1.2488  -0.5440
C  -4.7523  -3.5291  -3.2805
C  -3.7266  -2.8800  -2.3002
C  -4.0336  -3.3355  -0.8471
C  -5.1879  -2.7248  -0.1947
N  -6.1188  -2.2600  0.3091
H  -5.7804  -3.3313  -2.9772
H  -4.6637  -4.6147  -3.2388
H  -4.7293  -3.1885  -4.3157
H  -3.6895  -1.7990  -2.4349
H  -2.7705  -3.3343  -2.5603
H  -3.1696  -3.0754  -0.2357
H  -4.1717  -4.4150  -0.9071
C  -3.6458  5.5480  -2.6348
C  -3.0634  4.1824  -3.0842
C  -1.8106  3.6285  -2.3678
C  -1.1750  2.5073  -3.0586
N  -0.6676  1.6694  -3.6368
H  -2.9427  6.2918  -3.0095
H  -3.7772  5.6386  -1.5565
H  -4.5542  5.7805  -3.1904
H  -2.7001  4.3798  -4.0927
H  -3.8952  3.4781  -3.0982
H  -2.0505  3.3946  -1.3306
H  -1.1295  4.4792  -2.3488
C  -1.1856  4.1385  2.3926
C  -1.8289  2.9599  3.2705
C  -0.8480  1.9342  3.8174
C  0.2671  1.6534  2.8161
N  1.1136  1.4835  2.0791
H  -1.9301  4.3155  1.6165
H  -0.3310  3.8059  1.8035
H  -0.9421  5.0456  2.9457
H  -2.4339  2.3542  2.5958
H  -2.5441  3.2873  4.0251
H  -1.3344  0.9587  3.8238
H  -0.4252  2.3316  4.7401
C  -8.1399  2.9260  2.1961
C  -6.6893  2.5886  1.7649
C  -6.5238  1.7076  0.4613
C  -5.1500  1.1691  0.2621
N  -4.0690  0.8036  0.0603
H  -8.2550  3.6297  3.0205
H  -8.6914  2.0312  2.4847
H  -8.6423  3.2277  1.2771
H  -5.9839  2.3077  2.5468
H  -6.1603  3.5166  1.5479
H  -6.6349  2.3227  -0.4317
H  -7.2224  0.8756  0.3736
C  4.6338  0.9510  5.2331
C  4.3349  -0.2913  4.4645
C  4.2081  0.0132  2.9232
C  4.1003  -1.1092  1.9696
N  4.0584  -2.0538  1.2441
H  3.9844  1.7602  4.8991
H  5.6614  1.3097  5.2930
H  4.4068  0.8034  6.2890
H  3.3660  -0.6389  4.8230
H  4.9718  -1.1514  4.6709
H  5.1177  0.5565  2.6671
H  3.4303  0.7339  2.6709
C  7.0455  1.3515  0.9064
C  7.0785  -0.1858  0.7883
C  6.6403  -0.6415  -0.6035
C  6.9432  -2.0652  -0.8893
N  7.1301  -3.2086  -1.0568
H  6.0793  1.7015  0.5430
H  7.9506  1.6921  0.4036
H  7.0618  1.5361  1.9805
H  6.5971  -0.6299  1.6596
H  8.0608  -0.6448  0.9011
H  7.0867  -0.0381  -1.3939
H  5.5626  -0.5536  -0.7416
C  2.7894  -6.3626  -2.9245
C  2.5126  -5.2135  -1.9784
C  3.7776  -4.4884  -1.6620
C  4.5160  -3.8512  -2.7336
N  5.1052  -3.2879  -3.5206
H  3.5766  -7.0800  -2.6925
H  2.8230  -6.1299  -3.9888
H  1.8878  -6.9666  -2.8230
H  2.0755  -5.6097  -1.0618
H  1.7601  -4.5787  -2.4462
H  4.4976  -5.1516  -1.1825
H  3.5648  -3.7214  -0.9172

HOMO level: -0.3832 Ha
energy relative to the best compared isomer or geometry (same formula, charge and spin): 59.8 kcal per mole

no.,strongest force on any atom (eV Å⁻¹),energy (eV)
1,2.65,-64621.5511
2,9.38,-82304.1025
3,1.10,-46011.1174
4,4.76,-46009.3340